A cluster of 3 separate species, C2H7NO4 in total at a distorted geometry, computed with wB97M-V/def2-TZVPD.

Computed properties:
E_LUMO: 0.33 eV
SMILES: O=CNC=O.O.O
relative energy (zero: lowest compared OMol25 entry of this formula, charge and spin): 22.2 kcal/mol
HOMO level: -10.33 eV
total charge: 0

CARTESIAN COORDINATES (ANGSTROEM)
O  2.4954  1.3433  -2.1252
C  2.7630  0.2845  -1.6384
N  2.0006  -0.2891  -0.6000
C  2.6555  -0.8810  0.4614
O  3.8070  -1.2081  0.5227
H  3.5341  -0.3877  -2.0119
H  1.0620  0.0129  -0.4180
H  2.0017  -0.9627  1.3338
O  -3.6206  -1.0545  -0.5796
H  -3.9890  -0.1771  -0.4470
H  -3.8442  -1.5789  0.1929
O  -2.8693  1.2548  1.6781
H  -3.0369  1.9890  1.0784
H  -2.9591  1.6545  2.5529

=====

A cluster of 2 separate species, C2H7NO4P in total at a distorted geometry, computed with wB97M-V/def2-TZVPD.

Computed properties:
E_LUMO (alpha / beta): 3.93 / 3.88 eV
relative energy (zero: lowest compared OMol25 entry of this formula, charge and spin): 121.7 kcal/mol
HOMO level (alpha / beta): -4.37 / -4.95 eV
total charge: -1

CARTESIAN COORDINATES (ANGSTROEM)
C  -1.7245  -1.3558  1.3965
C  0.5689  0.1420  -2.4866
N  -1.2632  0.4651  2.8613
O  0.1882  1.5454  -0.0555
O  1.4724  -0.2506  1.1926
O  -1.7119  -0.7021  2.4669
O  1.3122  -0.2644  -1.3802
P  1.3648  0.6812  0.0465
H  -1.9046  -2.4508  1.6464
H  -1.1921  -1.0659  0.5569
H  2.5231  1.3546  -0.0448
H  0.4708  -0.5687  -3.2786
H  1.0207  1.0673  -2.8267
H  -0.4257  0.5426  -2.1155
H  -0.6988  0.8601  2.0208

=====

A cluster of 2 separate species, C2H7NOS in total at a distorted geometry, computed with wB97M-V/def2-TZVPD.

Computed properties:
E_LUMO: 0.74 eV
SMILES: NC=O.CS
relative energy (zero: lowest compared OMol25 entry of this formula, charge and spin): 38.5 kcal/mol
HOMO level: -9.10 eV
total charge: 0

CARTESIAN COORDINATES (ANGSTROEM)
N  -0.6508  0.5431  -2.3851
C  -0.3837  1.0601  -1.1130
O  -1.3089  1.6416  -0.5094
H  -0.1122  -0.1576  -2.7361
H  -1.4148  1.0773  -2.6370
H  0.6230  1.3744  -0.8597
C  0.4855  -0.5418  2.3642
S  0.8821  -1.1835  0.6931
H  -0.5352  -0.1129  2.4146
H  1.4160  0.0870  2.6597
H  0.5111  -1.4528  2.9062
H  -0.1854  -1.9243  0.4262

=====

A cluster of 2 separate species, C2H7NOS in total at a distorted geometry, computed with wB97M-V/def2-TZVPD.

Computed properties:
E_LUMO: 0.52 eV
relative energy (zero: lowest compared OMol25 entry of this formula, charge and spin): 126.0 kcal/mol
HOMO level: -8.04 eV
total charge: 0

CARTESIAN COORDINATES (ANGSTROEM)
C  -1.3591  -1.0849  -0.5632
C  -0.4130  1.4648  0.2286
N  2.1304  -0.6097  -0.1567
O  -1.6912  -0.9283  0.8399
S  -1.9974  0.3633  0.0355
H  -2.1316  -1.7394  -1.0575
H  1.8445  -0.5587  0.8671
H  -0.5290  2.2732  -0.5604
H  -0.4236  2.1929  1.0590
H  0.4086  0.8726  0.1725
H  2.9036  -1.3447  -0.2878
H  1.2577  -0.9011  -0.5771

=====

A cluster of 2 separate species, C2H7NOS2 in total at a distorted geometry, computed with wB97M-V/def2-TZVPD.

Computed properties:
E_LUMO: 0.01 eV
SMILES: CC(N)=O.SS
relative energy (zero: lowest compared OMol25 entry of this formula, charge and spin): 0.0 kcal/mol
HOMO level: -9.64 eV
total charge: 0

CARTESIAN COORDINATES (ANGSTROEM)
C  0.8037  -0.1775  -1.5710
C  -0.0868  1.0226  -1.3623
N  -1.3216  0.7542  -0.7818
O  0.1837  2.1492  -1.7052
H  0.2379  -1.0939  -1.4372
H  1.6043  -0.1009  -0.8384
H  1.1811  -0.0850  -2.5867
H  -1.3230  0.0909  -0.0226
H  -1.8693  1.5930  -0.6747
S  -0.9697  -1.0669  2.6743
S  0.9803  -0.7178  2.0552
H  -0.8030  -2.3293  3.1039
H  1.3822  -0.0386  3.1465

=====

An isolated molecule of C2H7NOS2 at a distorted geometry, computed with wB97M-V/def2-TZVPD.

Computed properties:
E_LUMO: 0.55 eV
relative energy (zero: lowest compared OMol25 entry of this formula, charge and spin): 42.5 kcal/mol
HOMO level: -9.04 eV
total charge: 0

CARTESIAN COORDINATES (ANGSTROEM)
C  1.7366  -0.2600  0.8187
C  -2.2346  -0.0981  0.1965
N  2.0135  1.0465  0.4236
O  -1.0082  0.9976  -1.8293
S  0.4620  -1.1283  -0.3234
S  -0.7024  0.6420  -0.4668
H  1.3693  -0.1868  1.8154
H  1.4578  1.6892  0.8811
H  2.6237  -0.8278  0.8264
H  -2.7629  -0.5379  -0.6447
H  -1.9941  -0.7808  1.0087
H  -2.8086  0.7796  0.5046
H  2.3953  1.3051  -0.5699

=====

An isolated molecule of C2H7NOSi at a distorted geometry, computed with wB97M-V/def2-TZVPD.

Computed properties:
E_LUMO: 0.79 eV
SMILES: CO/C=N\[SiH3]
relative energy (zero: lowest compared OMol25 entry of this formula, charge and spin): 58.4 kcal/mol
HOMO level: -9.24 eV
total charge: 0

CARTESIAN COORDINATES (ANGSTROEM)
C  -1.8517  -0.6692  0.1594
O  -1.5650  0.7171  -0.1392
C  -0.3612  1.2314  -0.4939
N  0.8516  0.9891  -0.2759
Si  2.0584  -0.1854  0.2506
H  -2.6275  -0.9117  -0.5336
H  -0.9351  -1.2106  -0.0954
H  -2.1196  -0.7748  1.1321
H  -0.5489  2.2452  -1.0184
H  3.2409  0.7106  -0.3304
H  1.9529  -1.5789  -0.3216
H  1.9052  -0.5628  1.6663

=====

A cluster of 2 separate species, C2H7NS in total at a distorted geometry, computed with wB97M-V/def2-TZVPD.

Computed properties:
E_LUMO: 0.84 eV
SMILES: C=CN.S
relative energy (zero: lowest compared OMol25 entry of this formula, charge and spin): 22.8 kcal/mol
HOMO level: -8.45 eV
total charge: 0

CARTESIAN COORDINATES (ANGSTROEM)
C  -1.4192  0.2404  1.7576
C  -0.4993  -0.1480  0.8828
N  -0.6128  -0.0931  -0.5145
H  -1.2051  0.2458  2.8203
H  -2.4444  0.5080  1.5429
H  0.4625  -0.4148  1.2968
H  -1.5813  0.0409  -0.7440
H  0.1636  0.3086  -0.9994
S  2.6196  -0.6957  -1.7349
H  1.3589  -0.3438  -1.9350
H  3.1576  0.3517  -2.3727

=====

An isolated molecule of C2H7NS at a distorted geometry, computed with wB97M-V/def2-TZVPD.

Computed properties:
E_LUMO: 1.03 eV
SMILES: CSCN
relative energy (zero: lowest compared OMol25 entry of this formula, charge and spin): 4.2 kcal/mol
HOMO level: -8.64 eV
total charge: 0

CARTESIAN COORDINATES (ANGSTROEM)
C  -0.6121  -1.5005  0.6608
S  0.6754  -0.2291  1.1428
C  0.1728  1.1559  0.0631
N  0.6683  1.1414  -1.2737
H  -0.4521  -2.4441  1.2649
H  -0.4468  -1.8442  -0.3788
H  -1.6194  -1.0905  0.8783
H  0.5352  2.0744  0.5583
H  -0.9116  1.3350  0.0779
H  0.2985  0.2657  -1.6660
H  1.6918  1.1360  -1.3276

=====

A cluster of 2 separate species, C2H7NS2 in total at a distorted geometry, computed with wB97M-V/def2-TZVPD.

Computed properties:
E_LUMO: 0.57 eV
SMILES: C=NC.SS
relative energy (zero: lowest compared OMol25 entry of this formula, charge and spin): 45.0 kcal/mol
HOMO level: -8.56 eV
total charge: 0

CARTESIAN COORDINATES (ANGSTROEM)
C  -0.7875  0.8548  -1.0996
N  -0.5176  0.5835  0.0996
C  -1.4676  0.7838  1.1924
H  -0.0534  1.3471  -1.7403
H  -1.6894  0.5364  -1.6503
H  -1.0824  1.5811  1.8172
H  -2.5008  0.8138  0.8357
H  -1.4249  -0.0910  1.8555
S  2.0886  -2.1717  -1.1563
S  2.9580  -0.7657  0.0566
H  2.7412  -3.2087  -0.6282
H  1.7358  -0.2634  0.4176